# 1
The following is a DFT calculation (ωB97M-V/def2-TZVPD) of a 2-piece molecular cluster, C57H63F6N6O3 overall in a non-equilibrium geometry.

Atoms and positions in Å:
C1 -0.786 4.989 -0.576
C2 -0.319 4.201 0.650
C3 -1.079 4.697 1.883
C4 1.199 4.277 0.788
C5 1.785 5.201 1.651
C6 3.142 5.490 1.548
C7 3.893 4.935 0.514
C8 3.346 3.991 -0.353
C9 4.207 3.492 -1.523
C10 5.087 2.322 -1.106
C11 5.028 4.601 -2.190
C12 2.027 3.555 -0.103
N1 1.438 2.612 -1.019
N2 1.396 3.051 -2.305
N3 0.743 2.097 -3.000
C13 0.854 2.096 -4.427
C14 1.476 1.016 -5.092
C15 2.432 0.042 -4.381
C16 3.865 0.571 -4.478
C17 2.316 -1.389 -4.913
C18 1.286 0.915 -6.468
C19 0.598 1.904 -7.170
C20 0.179 3.054 -6.509
C21 0.354 3.200 -5.133
C22 -0.063 4.521 -4.491
C23 -1.576 4.706 -4.565
C24 0.649 5.705 -5.148
C25 0.305 1.092 -2.158
C26 -0.445 -0.013 -2.687
C27 -1.337 0.157 -3.783
C28 -1.909 -0.941 -4.386
C29 -2.826 -0.728 -5.562
F1 -2.766 -1.767 -6.451
F2 -4.133 -0.584 -5.168
F3 -2.497 0.410 -6.261
C30 -1.678 -2.243 -3.917
C31 -0.846 -2.404 -2.806
C32 -0.496 -3.773 -2.287
F4 0.873 -3.989 -2.340
F5 -0.854 -3.910 -0.964
F6 -1.097 -4.782 -2.974
C33 -0.267 -1.315 -2.173
C34 0.725 1.381 -0.875
C35 0.456 0.566 0.252
H1 -0.234 4.685 -1.471
H2 -1.859 4.837 -0.758
H3 -0.603 6.064 -0.428
H4 -0.581 3.146 0.500
H5 -0.725 4.188 2.785
H6 -0.956 5.780 2.010
H7 -2.151 4.488 1.771
H8 1.187 5.726 2.394
H9 3.616 6.162 2.269
H10 4.929 5.249 0.387
H11 3.509 3.145 -2.291
H12 4.482 1.532 -0.646
H13 5.605 1.901 -1.977
H14 5.839 2.656 -0.376
H15 4.379 5.439 -2.472
H16 5.822 4.973 -1.531
H17 5.502 4.222 -3.105
H18 2.148 0.010 -3.321
H19 3.931 1.599 -4.095
H20 4.565 -0.053 -3.905
H21 4.180 0.592 -5.532
H22 1.264 -1.683 -5.019
H23 2.809 -1.478 -5.892
H24 2.787 -2.102 -4.220
H25 1.694 0.062 -7.009
H26 0.428 1.796 -8.240
H27 -0.293 3.860 -7.073
H28 0.255 4.481 -3.446
H29 -2.096 3.837 -4.144
H30 -1.893 5.605 -4.019
H31 -1.879 4.809 -5.618
H32 1.733 5.547 -5.132
H33 0.326 5.803 -6.193
H34 0.424 6.643 -4.626
H35 -1.572 1.163 -4.127
H36 -2.137 -3.091 -4.399
H37 0.347 -1.450 -1.281
H38 -0.406 -0.093 0.148
H39 0.845 0.841 1.231
C36 -3.313 -6.351 6.060
N4 -3.114 -5.058 5.442
C37 -3.894 -3.992 5.792
O1 -4.833 -4.019 6.584
C38 -3.374 -2.771 5.032
C39 -3.021 -1.614 5.956
C40 -4.236 -1.023 6.651
C41 -4.237 -0.874 8.042
C42 -5.375 -0.389 8.693
C43 -6.503 -0.011 7.949
C44 -6.485 -0.125 6.553
C45 -5.353 -0.630 5.903
N5 -2.221 -3.321 4.299
C46 -1.493 -2.540 3.476
C47 -0.317 -2.927 2.837
C48 0.451 -2.196 1.927
C49 1.554 -2.860 1.253
C50 1.701 -4.273 1.339
C51 2.856 -4.919 0.877
N6 3.094 -6.270 1.290
O2 4.177 -6.810 0.974
O3 2.221 -6.858 1.978
C52 3.841 -4.226 0.149
C53 3.655 -2.855 -0.053
C54 2.555 -2.181 0.484
C55 -1.948 -4.743 4.618
C56 -0.657 -4.927 5.435
C57 -1.916 -5.675 3.395
H40 -4.252 -6.350 6.621
H41 -3.358 -7.128 5.289
H42 -2.493 -6.599 6.750
H43 -4.156 -2.450 4.314
H44 -2.306 -1.971 6.714
H45 -2.515 -0.833 5.364
H46 -3.350 -1.190 8.601
H47 -5.381 -0.322 9.780
H48 -7.395 0.359 8.454
H49 -7.353 0.159 5.957
H50 -5.336 -0.759 4.815
H51 -1.900 -1.538 3.331
H52 0.066 -3.914 3.112
H53 0.275 -1.126 1.817
H54 0.938 -4.917 1.780
H55 4.702 -4.784 -0.214
H56 4.411 -2.322 -0.635
H57 2.442 -1.105 0.331
H58 -0.710 -4.340 6.364
H59 -0.542 -5.992 5.685
H60 0.213 -4.609 4.851
H61 -2.915 -5.747 2.944
H62 -1.217 -5.306 2.642
H63 -1.587 -6.677 3.705

Its LUMO energy is -4.8 eV. As for the charge: +1. As for the spin multiplicity: 1. As for the orbital gap: 4.0 eV. The total energy is -3362.933628 Ha.



# 2
The following is a DFT calculation (ωB97M-V/def2-TZVPD) of C57H63MgN2O2Sb as an isolated structure in a non-equilibrium geometry.

Atoms and positions in Å:
Mg1 0.241 -0.664 -0.612
C1 0.305 5.748 -3.955
C2 -0.269 4.621 -4.831
C3 0.325 4.763 -6.235
C4 -1.793 4.776 -4.933
C5 0.091 3.288 -4.170
C6 -0.405 3.005 -2.934
C7 -0.021 1.820 -2.254
N1 -0.391 1.384 -1.061
C8 -1.066 1.971 -0.080
C9 -1.280 3.365 0.080
C10 -2.004 3.842 1.125
C11 -2.558 2.891 2.032
C12 -2.347 1.540 1.981
C13 -1.530 1.011 0.913
O1 -1.224 -0.217 0.768
C14 -2.916 0.620 3.055
C15 -3.807 1.358 4.058
C16 -1.756 -0.016 3.835
C17 -3.769 -0.477 2.399
C18 -2.238 5.323 1.379
C19 -1.555 6.212 0.339
C20 -1.688 5.697 2.765
C21 -3.749 5.604 1.329
C22 0.861 0.858 -2.912
O2 1.190 -0.161 -2.255
C23 1.321 1.143 -4.250
C24 0.959 2.341 -4.799
C25 2.170 0.113 -4.995
C26 1.331 -1.165 -5.174
C27 3.445 -0.217 -4.195
C28 2.600 0.618 -6.372
H1 0.109 6.725 -4.403
H2 1.384 5.626 -3.846
H3 -0.139 5.735 -2.959
H4 0.048 5.733 -6.650
H5 -0.053 3.988 -6.905
H6 1.414 4.710 -6.208
H7 -2.040 5.721 -5.421
H8 -2.264 4.776 -3.950
H9 -2.223 3.962 -5.518
H10 -1.135 3.659 -2.481
H11 -0.775 4.037 -0.600
H12 -3.163 3.281 2.837
H13 -3.244 2.096 4.634
H14 -4.220 0.631 4.758
H15 -4.645 1.853 3.562
H16 -1.168 0.751 4.345
H17 -1.103 -0.568 3.162
H18 -2.146 -0.712 4.578
H19 -4.620 -0.029 1.880
H20 -4.146 -1.159 3.162
H21 -3.181 -1.053 1.690
H22 -0.475 6.055 0.329
H23 -1.738 7.260 0.582
H24 -1.949 6.025 -0.662
H25 -0.619 5.486 2.815
H26 -2.184 5.138 3.559
H27 -1.836 6.761 2.960
H28 -4.155 5.303 0.362
H29 -3.945 6.668 1.472
H30 -4.286 5.055 2.104
H31 1.329 2.578 -5.786
H32 1.034 -1.564 -4.206
H33 1.911 -1.930 -5.694
H34 0.434 -0.950 -5.759
H35 3.201 -0.686 -3.247
H36 4.019 0.692 -4.001
H37 4.073 -0.905 -4.764
H38 1.739 0.810 -7.016
H39 3.218 -0.140 -6.854
H40 3.194 1.531 -6.289
C29 3.209 1.469 1.716
C30 4.327 0.665 1.517
C31 4.196 -0.522 0.828
C32 2.952 -0.898 0.301
N2 1.884 -0.108 0.514
C33 2.008 1.029 1.199
C34 2.736 -2.129 -0.484
C35 3.820 -2.959 -0.808
C36 3.629 -4.103 -1.558
C37 2.355 -4.420 -2.011
C38 1.286 -3.593 -1.696
C39 1.432 -2.442 -0.919
H41 3.271 2.406 2.249
H42 5.294 0.968 1.899
H43 5.059 -1.155 0.700
H44 1.099 1.603 1.341
H45 4.829 -2.710 -0.502
H46 4.472 -4.741 -1.794
H47 2.202 -5.301 -2.625
H48 0.306 -3.869 -2.074
C40 -4.225 -4.250 4.424
C41 -4.221 -4.304 3.038
C42 -3.055 -4.031 2.338
C43 -1.872 -3.726 3.008
C44 -1.886 -3.681 4.398
C45 -3.057 -3.935 5.102
Sb1 -0.180 -3.063 1.804
C46 1.300 -3.154 3.381
C47 1.515 -4.258 4.203
C48 2.525 -4.237 5.154
C49 3.329 -3.115 5.304
C50 3.110 -2.003 4.505
C51 2.101 -2.028 3.552
C52 0.172 -5.038 0.985
C53 -0.753 -5.518 0.062
C54 -0.596 -6.765 -0.523
C55 0.505 -7.546 -0.200
C56 1.453 -7.058 0.686
C57 1.293 -5.807 1.268
H49 -5.136 -4.453 4.973
H50 -5.132 -4.536 2.499
H51 -3.072 -4.044 1.253
H52 -0.979 -3.436 4.937
H53 -3.061 -3.876 6.184
H54 0.890 -5.138 4.102
H55 2.693 -5.103 5.783
H56 4.121 -3.107 6.042
H57 3.721 -1.116 4.618
H58 1.934 -1.154 2.934
H59 -1.606 -4.907 -0.216
H60 -1.330 -7.127 -1.232
H61 0.627 -8.524 -0.647
H62 2.323 -7.657 0.928
H63 2.052 -5.433 1.943

Its LUMO energy is -1.9 eV. As for the charge: 0. As for the spin multiplicity: 1. As for the orbital gap: 5.3 eV. The total energy is -2910.233834 Ha.